Here is a cluster of 7 separate species, C48H39BrN7O13PS in total from OMol25. Energies are from ωB97M-V/def2-TZVPD.

Last column: Mulliken charge in e.
Positions of all 110 atoms, in Å:
O  5.587  -1.832  2.075  -0.586
P  6.708  -0.855  2.106  0.287
C  6.263  0.818  1.601  0.303
C  7.234  1.575  0.940  -0.589
C  7.011  2.847  0.483  -0.792
C  5.761  3.422  0.700  0.175
Br  5.369  5.188  0.076  -0.237
C  4.789  2.700  1.351  0.670
C  5.013  1.400  1.814  -0.021
N  3.994  0.702  2.466  -0.230
C  2.753  0.671  1.753  0.189
C  2.165  -0.563  1.538  -1.150
C  0.943  -0.531  0.808  -0.549
C  0.393  0.655  0.387  -0.310
C  1.013  1.879  0.618  -0.383
C  2.192  1.846  1.301  0.656
S  3.143  3.333  1.645  -0.268
H  7.696  -1.265  1.170  0.046
H  7.379  -0.838  3.358  0.095
H  8.207  1.117  0.755  0.246
H  7.781  3.395  -0.054  0.424
H  4.286  -0.224  2.759  0.272
H  2.638  -1.463  1.923  0.410
H  0.444  -1.464  0.588  0.586
H  -0.535  0.647  -0.176  0.487
H  0.583  2.814  0.276  0.332
C  -2.893  -6.121  -1.140  -0.603
C  -3.831  -5.262  -1.700  -0.691
C  -3.582  -3.899  -1.747  -0.139
C  -2.388  -3.414  -1.235  0.197
C  -1.450  -4.256  -0.670  -0.348
C  -1.708  -5.616  -0.622  -0.591
N  -2.111  -1.977  -1.305  1.020
O  -2.977  -1.267  -1.789  -0.631
O  -1.043  -1.581  -0.881  -0.598
H  -3.088  -7.186  -1.109  0.440
H  -4.754  -5.657  -2.101  0.454
H  -4.314  -3.234  -2.183  0.576
H  -0.522  -3.876  -0.267  0.395
H  -0.979  -6.284  -0.183  0.466
C  5.571  8.105  1.691  0.537
C  6.818  8.699  1.540  -0.358
C  7.139  9.835  2.266  -0.294
C  6.205  10.362  3.140  -0.041
C  4.956  9.786  3.297  -0.290
C  4.640  8.651  2.566  -0.709
N  6.551  11.553  3.929  1.004
O  7.648  12.046  3.755  -0.605
O  5.722  11.973  4.712  -0.603
H  5.326  7.211  1.124  -0.271
H  7.541  8.273  0.857  0.385
H  8.110  10.294  2.145  0.443
H  4.231  10.206  3.979  0.443
H  3.669  8.189  2.680  0.401
C  -4.363  -4.579  -7.707  -0.408
C  -5.253  -4.736  -6.652  -0.561
C  -5.044  -5.729  -5.709  -0.178
C  -3.938  -6.553  -5.832  0.128
C  -3.047  -6.413  -6.882  -0.417
C  -3.264  -5.419  -7.823  -0.413
N  -3.699  -7.590  -4.820  1.081
O  -4.510  -7.699  -3.920  -0.611
O  -2.704  -8.275  -4.937  -0.619
H  -4.526  -3.799  -8.439  0.382
H  -6.110  -4.081  -6.564  0.382
H  -5.738  -5.848  -4.890  0.422
H  -2.189  -7.063  -6.973  0.444
H  -2.573  -5.298  -8.647  0.373
C  -3.463  3.576  -4.136  -0.558
C  -3.771  2.615  -3.184  -0.303
C  -3.174  2.661  -1.935  0.117
C  -2.277  3.673  -1.654  -0.223
C  -1.953  4.635  -2.595  -0.395
C  -2.551  4.583  -3.843  -0.498
N  -1.665  3.733  -0.322  1.035
O  -1.957  2.864  0.477  -0.560
O  -0.899  4.650  -0.091  -0.632
H  -3.935  3.542  -5.110  0.390
H  -4.481  1.831  -3.414  0.439
H  -3.413  1.913  -1.195  0.346
H  -1.246  5.420  -2.368  0.467
H  -2.310  5.329  -4.588  0.380
C  3.290  -5.441  6.373  -0.424
C  3.554  -6.260  5.283  -0.461
C  2.882  -6.063  4.088  -0.340
C  1.953  -5.041  3.999  0.062
C  1.674  -4.221  5.079  -0.244
C  2.348  -4.426  6.272  -0.516
N  1.255  -4.813  2.727  1.120
O  1.510  -5.561  1.803  -0.627
O  0.470  -3.885  2.676  -0.597
H  3.821  -5.594  7.304  0.379
H  4.288  -7.051  5.364  0.376
H  3.090  -6.701  3.241  0.447
H  0.943  -3.428  5.003  0.459
H  2.142  -3.791  7.124  0.379
C  -6.369  -1.534  0.874  -0.520
C  -5.538  -0.797  0.040  -0.212
C  -5.921  0.468  -0.373  -0.085
C  -7.130  0.984  0.057  -0.164
C  -7.970  0.259  0.883  -0.452
C  -7.585  -1.009  1.292  -0.460
N  -7.523  2.336  -0.364  1.028
O  -6.769  2.936  -1.106  -0.588
O  -8.574  2.775  0.054  -0.615
H  -6.067  -2.522  1.200  0.437
H  -4.595  -1.207  -0.286  0.494
H  -5.274  1.037  -1.022  0.221
H  -8.916  0.666  1.212  0.465
H  -8.231  -1.586  1.940  0.376

## Properties
**SMILES**: O=[PH2]c1ccc(Br)c2c1Nc1ccccc1S2.O=[N+]([O-])c1ccccc1.O=[N+]([O-])c1ccccc1.O=[N+]([O-])c1ccccc1.O=[N+]([O-])c1ccccc1.O=[N+]([O-])c1ccccc1.O=[N+]([O-])c1ccccc1
**Net charge**: 0
**Relative energy (zero: lowest compared OMol25 entry of this formula, charge and spin)**: 0.3355 eV
**E_HOMO**: -7.875 eV
**Gap between HOMO and LUMO**: 0.2624 Ha
**Lowest unoccupied orbital energy**: -0.02699 Ha
**E**: -6526.95920 a.u.

=====

Here is a structure of composition C48H39Cl2N6O6PS2W from OMol25. Energies are from ωB97M-V/def2-TZVPD.

Last column: Mulliken charge in e.
Positions of all 105 atoms, in Å:
W  0.001  -0.270  0.238  -0.396
Cl  6.393  -2.808  -0.886  -0.225
C  5.103  -1.830  -0.301  0.042
C  3.796  -2.275  -0.446  -1.165
C  2.749  -1.455  -0.048  0.177
N  1.400  -1.664  -0.301  1.269
C  0.948  -2.818  -0.926  -1.115
O  1.447  -3.935  -0.859  -0.788
C  -0.169  -2.458  -1.804  1.101
C  -0.736  -3.354  -2.706  -0.654
C  -1.618  -2.897  -3.657  -1.099
C  -1.899  -1.520  -3.684  -1.251
C  -1.330  -0.693  -2.751  0.132
N  -0.480  -1.113  -1.793  0.841
C  3.008  -0.181  0.525  -0.295
C  4.323  0.233  0.691  -0.574
C  5.361  -0.591  0.271  -0.241
Cl  6.980  -0.027  0.437  -0.235
N  1.839  0.543  0.806  1.186
C  1.880  1.554  1.766  -0.019
O  2.884  2.133  2.171  -0.721
C  0.541  1.824  2.280  0.151
C  0.290  2.786  3.257  -0.554
C  -0.981  2.947  3.756  -0.984
C  -1.991  2.069  3.297  -1.255
C  -1.694  1.133  2.349  -0.449
N  -0.464  1.011  1.773  1.847
H  3.587  -3.240  -0.876  0.682
H  -0.435  -4.386  -2.637  0.655
H  -2.070  -3.568  -4.369  0.482
H  -2.554  -1.104  -4.429  0.554
H  -1.545  0.369  -2.766  0.024
H  4.535  1.190  1.137  0.755
H  1.123  3.386  3.592  0.677
H  -1.205  3.697  4.496  0.502
H  -2.991  2.134  3.691  0.559
H  -2.448  0.429  1.992  0.426
O  -3.634  2.100  0.276  -0.792
S  -3.006  1.412  -0.820  1.623
O  -3.848  0.604  -1.658  -0.721
O  -1.794  0.644  -0.361  -0.647
C  -2.304  2.698  -1.854  -0.134
C  -3.228  3.571  -2.399  -0.748
C  -2.809  4.648  -3.159  -0.831
C  -1.449  4.849  -3.360  -0.804
C  -0.529  3.976  -2.815  -0.269
C  -0.946  2.875  -2.056  -0.520
P  0.379  1.808  -1.357  2.998
C  1.306  3.185  -0.566  -0.003
C  2.687  3.342  -0.567  -0.022
C  3.267  4.323  0.220  -0.714
C  2.482  5.163  0.991  -0.702
C  1.103  5.026  0.977  -0.713
C  0.520  4.031  0.220  -0.562
C  1.310  1.350  -2.872  0.604
C  0.808  1.487  -4.166  -0.607
C  1.507  0.963  -5.241  -0.951
C  2.711  0.305  -5.050  -0.838
C  3.211  0.158  -3.764  -1.310
C  2.506  0.656  -2.684  -0.426
H  -4.271  3.382  -2.198  0.513
H  -3.522  5.339  -3.582  0.427
H  -1.107  5.689  -3.947  0.467
H  0.530  4.143  -2.964  0.538
H  3.316  2.689  -1.152  0.425
H  4.342  4.420  0.243  0.468
H  2.943  5.914  1.615  0.394
H  0.476  5.674  1.573  0.484
H  -0.557  3.901  0.234  0.283
H  -0.125  2.005  -4.340  0.393
H  1.102  1.073  -6.236  0.448
H  3.253  -0.100  -5.891  0.415
H  4.146  -0.356  -3.600  0.566
H  2.888  0.508  -1.683  0.571
C  1.558  -2.771  5.766  -1.106
C  0.221  -2.111  5.447  -0.592
N  -0.531  -2.837  4.451  0.286
C  -1.433  -3.873  4.912  -0.587
C  -2.846  -3.344  5.130  -1.081
C  -0.438  -2.549  3.146  0.829
S  0.808  -1.476  2.623  -0.408
N  -1.276  -3.182  2.333  -0.216
C  -1.626  -2.775  1.132  -0.489
O  -1.289  -1.613  0.636  0.506
C  -2.530  -3.626  0.363  0.312
C  -3.201  -3.111  -0.750  0.208
C  -4.054  -3.915  -1.481  -0.828
C  -4.260  -5.234  -1.106  -0.554
C  -3.595  -5.754  -0.004  -0.706
C  -2.732  -4.962  0.724  -0.832
H  2.057  -2.213  6.553  0.399
H  2.187  -2.773  4.881  0.269
H  1.412  -3.795  6.101  0.343
H  0.403  -1.102  5.071  0.180
H  -0.391  -2.051  6.351  0.494
H  -1.025  -4.275  5.843  0.457
H  -1.457  -4.663  4.161  0.285
H  -2.855  -2.554  5.876  0.322
H  -3.501  -4.143  5.467  0.386
H  -3.228  -2.952  4.192  0.229
H  -3.080  -2.066  -1.007  0.688
H  -4.567  -3.511  -2.341  0.552
H  -4.948  -5.855  -1.659  0.406
H  -3.756  -6.781  0.289  0.423
H  -2.208  -5.349  1.582  0.481

## Properties
**Net charge**: 0
**Relative energy (zero: lowest compared OMol25 entry of this formula, charge and spin)**: 1.3219 eV
**E_HOMO (spin up / spin down)**: -6.380 / -6.381 eV
**Gap between HOMO and LUMO (spin up / spin down)**: 0.2094 / 0.2094 Ha
**Lowest unoccupied orbital energy (spin up / spin down)**: -0.02508 / -0.02506 Ha
**E**: -4757.89386 a.u.

=====

Q: Which formula does entry 1 have?
A: C48H39BrN7O13PS

=====

Q: E of number 1 (C48H39BrN7O13PS)?
A: -6526.95920 a.u.